# 1
12
Properties=species:S:1:pos:R:3:forces:R:3 method="wB97M-V/def2-TZVPD" homo_energy_ev=-9.285 homo_lumo_gap_ev=9.58 total_charge=0
C -2.0375 -0.2795 0.1111 0.245 0.025 -0.196
N -0.2478 0.1210 -0.5321 -0.635 -0.187 -0.366
C 0.7290 -0.8618 -0.4061 0.059 0.094 0.134
C 1.7873 -0.2568 0.1875 0.062 -0.362 -0.034
N 1.5174 1.0802 0.4532 -0.402 -0.090 -0.232
C 0.3116 1.2736 0.0157 -0.097 -0.083 -0.097
H -1.2336 -0.0389 -1.1418 0.565 0.434 1.441
H -1.8063 -1.1974 0.6737 0.169 0.150 -0.283
H -2.0688 0.5263 0.8613 -0.017 -0.058 -0.353
H 0.5512 -1.8711 -0.7503 0.091 0.172 0.082
H 2.7328 -0.7031 0.4601 -0.080 0.096 -0.052
H -0.2352 2.2075 0.0675 0.039 -0.192 -0.044

---

# 2
12
Properties=species:S:1:pos:R:3:forces:R:3 method="wB97M-V/def2-TZVPD" homo_energy_ev=-8.057 smiles="C=C1CN=CN1" homo_lumo_gap_ev=9.03 total_charge=0
C 1.8543 0.0933 -0.1023 2.237 -3.051 -0.086
C 0.5469 0.0014 0.1133 1.120 4.464 -1.731
C -0.5084 1.0773 0.1120 -0.317 5.566 -2.028
N -1.8360 0.4914 -0.2813 1.218 2.682 1.391
C -1.5790 -0.6854 -0.0642 -0.649 -5.449 1.203
N -0.1726 -1.0819 -0.0533 -4.326 -1.064 1.028
H 2.6447 0.7936 -0.4374 -1.394 0.166 0.905
H 2.2590 -0.9957 -0.1269 -0.156 1.826 -0.138
H -0.3226 2.0402 -0.6498 0.085 -2.603 1.934
H -0.6784 1.6135 1.1056 0.315 -0.985 -1.091
H -2.4146 -1.3803 0.3307 1.598 0.375 -1.545
H 0.2067 -1.9674 0.0537 0.269 -1.925 0.158

---

# 3
12
Properties=species:S:1:pos:R:3:forces:R:3 method="wB97M-V/def2-TZVPD" homo_energy_ev=-8.950 smiles="CC1=C(C#N)N1.[H][H]" homo_lumo_gap_ev=9.29 total_charge=0
C 1.5601 0.1120 0.6559 -0.009 -0.014 0.010
C 0.4004 0.3004 -0.2260 0.006 -0.202 -0.292
C -0.3341 0.0675 -1.2504 0.291 -0.106 0.123
C -0.6874 -0.5779 -2.4391 -0.154 -0.428 -0.812
N -0.9365 -1.0984 -3.4454 0.161 0.489 0.962
N -0.7813 1.1881 -0.3346 -0.043 0.379 -0.047
H 2.3182 0.8684 0.4218 -0.097 -0.069 0.061
H 1.2723 0.2324 1.7039 -0.013 -0.013 -0.153
H 1.9969 -0.8775 0.5029 -0.058 0.142 0.012
H -0.4767 2.0816 -0.7437 -0.065 -0.127 0.059
H -1.5932 -0.2853 2.2166 -0.051 -0.011 -0.035
H -1.7273 0.1121 1.5990 0.030 -0.040 0.114

---

# 4
12
Properties=species:S:1:pos:R:3:forces:R:3 method="wB97M-V/def2-TZVPD" homo_energy_ev="-6.702 / -10.793" s_squared=2.0067 homo_lumo_gap_ev="7.67 / 8.64" multiplicity=3 total_charge=0
C 2.5770 -2.8476 -1.1328 -0.945 1.365 0.630
C 0.7413 0.3619 -0.3570 -0.421 -1.178 0.936
C -0.7225 0.3989 0.1391 0.077 0.466 1.067
C -1.3362 1.0369 1.3717 0.393 1.930 -1.090
N 3.0720 -3.7783 -1.5580 0.541 -0.852 -0.386
N -0.0719 1.3052 -0.7564 0.204 4.002 -2.214
H 2.0520 -1.9779 -0.7415 0.355 -0.454 -0.244
H -1.3969 -0.2274 -0.3590 -0.759 -1.374 -0.578
H -2.4140 0.9597 1.3053 -0.201 -0.686 0.564
H -1.2054 2.1607 1.3780 0.340 -1.078 -0.399
H -0.8590 0.7459 2.2683 -0.045 -0.801 1.154
H -0.4364 1.8620 -1.5579 0.462 -1.339 0.560

---

# 5
12
Properties=species:S:1:pos:R:3:forces:R:3 method="wB97M-V/def2-TZVPD" homo_energy_ev="-5.698 / -9.780" s_squared=2.0153 homo_lumo_gap_ev="6.73 / 6.96" multiplicity=3 total_charge=0
C -0.4719 0.8089 0.1094 -3.623 -0.650 1.399
C -1.7282 0.2391 -0.1975 -0.226 2.199 -2.264
C 0.9425 0.6220 -0.2069 2.737 -0.059 -1.570
C 1.7031 -0.5325 0.3988 -0.673 -0.017 0.237
N 0.3159 1.6984 0.5909 1.556 0.326 -0.523
N -2.1641 -0.8297 0.2786 -2.411 -3.669 0.340
H -2.1787 0.8169 -1.0155 -1.081 0.088 0.293
H 1.1286 0.8919 -1.3148 -0.095 -0.653 1.587
H 2.3929 -0.9391 -0.3227 0.708 0.240 -0.170
H 0.9453 -1.4351 0.4612 1.354 1.884 0.953
H 2.2510 -0.0861 1.3038 -1.030 -1.517 -0.875
H -3.1364 -1.2547 -0.0854 2.782 1.829 0.591

---

# 6
13
Properties=species:S:1:pos:R:3:forces:R:3 method="wB97M-V/def2-TZVPD" homo_energy_ev=-8.520 smiles=Cc1ocnc1N homo_lumo_gap_ev=9.39 total_charge=0
C -0.6295 1.0929 1.4576 -4.168 -2.143 -0.716
C 0.1029 0.1217 0.5310 3.134 0.663 -1.290
O 1.5946 0.1957 0.5461 -0.347 0.284 0.595
C 2.1075 -0.5061 -0.5601 -4.525 0.603 3.159
N 1.1135 -1.0430 -1.1417 -1.637 -0.251 -2.977
C -0.1518 -0.5186 -0.6633 5.467 0.125 4.319
N -1.3565 -0.5978 -1.1678 -5.611 -4.335 -7.172
H -1.0002 0.8348 2.5363 0.787 -0.502 -2.116
H -1.6129 1.4959 0.8905 2.212 -1.128 1.131
H -0.0612 1.9077 1.6246 2.190 2.782 0.262
H 3.1539 -0.6865 -0.6707 0.343 0.190 0.067
H -2.0085 -1.5187 -0.9654 2.437 2.811 -0.147
H -1.2517 -0.7780 -2.4173 -0.282 0.901 4.885

---

# 7
13
Properties=species:S:1:pos:R:3:forces:R:3 method="wB97M-V/def2-TZVPD" homo_energy_ev=-7.472 homo_lumo_gap_ev=7.82 total_charge=0
N -1.8034 0.7882 -0.0459 0.052 0.119 -0.200
C -0.3854 0.5450 0.1447 -0.163 -0.190 0.172
C 0.0493 -0.8712 0.0516 0.264 0.121 0.007
O -0.6835 -1.9451 0.2851 -0.058 0.125 -0.081
N 1.3392 -0.8563 -0.1064 -0.246 -0.131 -0.028
C 1.7718 0.5410 -0.3302 0.115 0.194 -0.034
C 0.7588 1.4301 -0.2958 0.160 -0.439 0.106
H -2.0543 0.7196 -1.0282 0.215 0.031 -0.026
H -1.9447 1.7730 0.1816 -0.132 -0.286 0.080
H -1.6052 -1.6308 0.3527 0.139 -0.087 0.023
H 1.9370 -1.6592 0.0401 -0.084 -0.002 -0.186
H 2.8377 0.6567 -0.4922 -0.179 -0.038 -0.033
H -0.2174 0.5089 1.2428 -0.084 0.583 0.199

---

# 8
13
Properties=species:S:1:pos:R:3:forces:R:3 method="wB97M-V/def2-TZVPD" homo_energy_ev=-8.234 homo_lumo_gap_ev=9.05 total_charge=0
N -2.2045 -0.5314 -0.1403 -0.124 -0.187 0.139
C -0.8446 -0.2470 0.0507 -0.181 0.014 -0.751
C -0.2439 1.0640 -0.1322 -0.116 0.004 -0.352
C 1.1345 0.8234 -0.2654 0.089 -0.125 0.129
C 1.2522 -0.5621 -0.1186 0.016 0.110 0.093
O 2.3937 -1.2750 -0.0382 0.159 0.048 -0.117
N 0.0963 -1.2121 0.0555 0.053 0.165 0.113
H -2.8384 0.0636 0.3785 0.117 -0.016 -0.129
H -2.3915 -1.5011 0.0730 0.005 -0.045 0.065
H -0.7936 1.9593 -0.4007 -0.036 -0.169 0.375
H 1.9147 1.5699 -0.3428 -0.069 -0.195 0.072
H 3.1345 -0.6662 -0.1419 -0.035 -0.130 -0.005
H -0.6355 0.5619 1.0583 0.122 0.527 0.368

---

# 9
13
Properties=species:S:1:pos:R:3:forces:R:3 method="wB97M-V/def2-TZVPD" homo_energy_ev=-8.105 homo_lumo_gap_ev=8.67 total_charge=0
H -1.2062 -2.6623 -0.5654 -0.272 0.112 0.013
N -0.3440 -2.3570 -0.1287 -0.227 0.140 -0.454
C -0.1857 -1.0905 -0.1442 0.157 -0.255 0.008
C -0.9583 0.0939 -0.4872 -0.025 -0.119 0.058
C -0.2594 1.1621 -0.0076 0.063 -0.301 0.084
O -0.5523 2.4703 -0.0614 -0.095 -0.154 -0.052
N 0.8963 0.8330 0.6635 -0.141 0.075 0.007
C 1.1151 -0.6015 0.4498 0.062 -0.070 -0.075
H -1.9661 0.1142 -0.8819 0.169 0.042 -0.013
H -1.3875 2.5829 -0.5371 0.198 -0.006 0.080
H 1.6652 1.4903 0.6111 -0.164 -0.211 -0.005
H 1.2281 -1.2540 1.3183 0.424 0.715 0.346
H 1.9549 -0.7814 -0.2292 -0.148 0.031 0.004

---

# 10
13
Properties=species:S:1:pos:R:3:forces:R:3 method="wB97M-V/def2-TZVPD" homo_energy_ev=-8.281 homo_lumo_gap_ev=9.17 total_charge=0
C -2.2799 0.2818 -0.1817 -0.047 0.037 -0.125
O -1.5819 -0.1180 1.0154 -0.182 -0.239 0.026
C 0.0181 -0.0028 0.8692 -0.186 0.298 0.102
N -0.5605 0.9817 1.4205 0.500 -0.231 -0.220
N 2.3871 0.9307 -0.2991 0.046 -0.288 -0.152
C 2.0606 -0.3029 -0.3846 -0.059 0.121 0.076
C 0.8482 -0.8335 0.2186 -0.020 0.052 0.085
H -3.0482 -0.4768 -0.3407 0.101 0.092 0.012
H -2.7193 1.2647 -0.0049 0.055 -0.134 -0.014
H -1.5834 0.3094 -1.0229 -0.083 0.001 0.089
H 3.2434 1.1085 -0.8219 -0.077 -0.011 0.098
H 2.6578 -1.0494 -0.9254 -0.047 0.133 0.052
H 0.6252 -1.8941 0.2218 -0.002 0.171 -0.030

---

# 11
13
Properties=species:S:1:pos:R:3:forces:R:3 method="wB97M-V/def2-TZVPD" homo_energy_ev=-8.527 smiles="CC(=C=CN)N=O" homo_lumo_gap_ev=8.17 total_charge=0
C 2.1441 -0.6945 -0.2847 0.071 -0.016 0.008
C 0.6809 -0.4536 -0.5324 -0.033 0.066 0.264
C -0.2432 -0.0980 0.3301 -0.120 0.006 -0.111
C -1.3664 0.1934 0.9449 0.218 -0.167 -0.035
N -1.8750 1.4668 1.1969 -0.036 0.061 -0.161
N 0.3016 -0.6973 -1.9382 -0.571 0.111 -0.026
O -0.8458 -0.4576 -2.2098 0.502 -0.128 0.015
H 2.6979 -0.5778 -1.2216 -0.081 0.009 0.140
H 2.5449 0.0018 0.4557 -0.093 -0.101 -0.097
H 2.3209 -1.7138 0.0774 -0.041 0.143 -0.058
H -1.9338 -0.6198 1.3960 0.094 0.067 -0.071
H -2.8838 1.4871 1.2525 0.120 0.002 0.038
H -1.5308 2.1756 0.5621 -0.028 -0.054 0.093

---

# 12
13
Properties=species:S:1:pos:R:3:forces:R:3 method="wB97M-V/def2-TZVPD" homo_energy_ev=-7.808 homo_lumo_gap_ev=8.65 total_charge=0
N -1.6913 1.1033 0.1683 0.122 0.065 0.227
C -0.7215 1.7727 0.7391 -0.177 -0.276 -0.301
C -0.2280 -1.3810 -0.4130 0.481 -0.016 0.175
O -0.2041 -2.6933 -0.1010 -0.244 0.045 -0.123
N 0.9335 -0.8727 0.0054 -0.308 -0.036 -0.037
C 1.3379 0.4790 -0.0946 -0.064 0.204 0.009
C 0.6019 1.5793 0.1388 0.164 -0.086 -0.052
H -1.5453 0.3958 -0.5608 0.022 0.121 0.073
H -2.6232 1.1590 0.5613 0.168 0.011 -0.039
H -1.0309 -3.0743 -0.4176 0.139 0.025 0.036
H 1.6258 -1.5197 0.3817 -0.091 0.058 -0.022
H 2.3902 0.5828 -0.3472 -0.157 0.007 0.038
H 1.1460 2.5133 0.0056 -0.053 -0.123 0.014

---

# 13
13
Properties=species:S:1:pos:R:3:forces:R:3 method="wB97M-V/def2-TZVPD" homo_energy_ev=-8.176 smiles=Cc1c[nH]c(O)n1 homo_lumo_gap_ev=8.99 total_charge=0
C 2.0421 0.5069 0.0451 0.067 0.033 -0.018
C 0.6186 0.0635 -0.0403 0.156 -0.171 0.072
C 0.1147 -1.1893 0.1216 0.136 0.083 0.017
N -1.2707 -1.0526 0.0316 -0.104 0.152 0.125
C -1.4957 0.2692 -0.1561 0.123 -0.130 0.064
O -2.7611 0.7087 -0.2623 0.103 0.207 0.007
N -0.4094 0.9823 -0.2260 -0.219 -0.246 0.027
H 2.2972 0.7719 1.0786 -0.032 0.004 -0.173
H 2.1988 1.3934 -0.5735 0.014 -0.128 0.033
H 2.7294 -0.2818 -0.2761 -0.113 0.118 0.033
H 0.5923 -2.1525 0.2346 -0.100 0.201 0.070
H -1.9550 -1.6856 0.4126 0.029 -0.035 -0.280
H -2.7011 1.6661 -0.3897 -0.061 -0.088 0.023

---

# 14
13
Properties=species:S:1:pos:R:3:forces:R:3 method="wB97M-V/def2-TZVPD" homo_energy_ev=-9.385 smiles="c1cn[nH]c1.C=O" homo_lumo_gap_ev=10.09 total_charge=0
C -1.0333 -0.5185 0.1209 -0.004 0.052 0.023
C -1.8196 -0.3587 -1.0415 -0.056 -0.035 -0.068
N -1.8244 0.8967 -1.4657 0.053 -0.203 0.124
N -1.0468 1.5433 -0.5862 0.098 0.131 0.077
C -0.5469 0.7430 0.3830 -0.036 -0.016 -0.068
H -0.8660 -1.4157 0.7000 -0.008 0.136 -0.118
H -2.3770 -1.1087 -1.5882 0.065 0.121 0.100
H -0.9025 2.5332 -0.7029 0.005 -0.155 0.034
H 0.1244 1.1060 1.1489 -0.143 -0.041 -0.118
C 2.5741 -0.8611 0.7507 -0.031 0.196 0.215
O 2.3322 -0.0051 1.5644 0.126 -0.364 -0.328
H 3.5310 -1.4192 0.7612 -0.092 0.090 0.034
H 1.8547 -1.1352 -0.0447 0.022 0.088 0.096

---

# 15
13
Properties=species:S:1:pos:R:3:forces:R:3 method="wB97M-V/def2-TZVPD" homo_energy_ev=-10.736 smiles="[H]/N=C/OCCC#N" homo_lumo_gap_ev=11.46 total_charge=0
H -2.4343 1.6550 -0.4887 0.054 -0.053 0.024
N -1.6412 1.0205 -0.4608 -0.141 -0.253 0.229
C -1.8804 0.0377 0.2983 -0.045 0.189 -0.092
O -1.0084 -0.9659 0.4994 -0.051 0.038 0.012
C 0.2093 -0.8878 -0.2390 0.148 -0.031 -0.151
C 1.1893 0.0628 0.4589 -0.016 0.040 0.061
C 2.3181 0.3984 -0.4112 0.756 0.225 -0.607
N 3.1935 0.6674 -1.1174 -0.830 -0.299 0.687
H -2.7851 -0.1449 0.8840 0.094 0.056 -0.098
H 0.0025 -0.5433 -1.2551 0.048 -0.035 0.131
H 0.6015 -1.9063 -0.2635 -0.038 0.155 -0.011
H 0.6679 0.9903 0.7115 0.076 -0.099 -0.063
H 1.5672 -0.3841 1.3838 -0.055 0.067 -0.122

---

# 16
13
Properties=species:S:1:pos:R:3:forces:R:3 method="wB97M-V/def2-TZVPD" homo_energy_ev=-9.365 smiles="[H]/N=C/C=C=NOC" homo_lumo_gap_ev=9.22 total_charge=0
H 3.2516 1.1101 -0.8804 -0.078 0.045 -0.077
N 2.4063 0.9152 -0.3474 0.097 -0.375 -0.232
C 2.0802 -0.3110 -0.4628 0.078 0.179 -0.085
C 0.9515 -0.8467 0.2948 0.114 0.091 0.285
C 0.1749 -0.0327 0.9751 -0.041 0.140 0.225
N -0.6875 0.6255 1.5624 0.452 -0.885 -0.079
O -1.8989 -0.0400 1.0959 -0.684 0.075 0.147
C -2.3418 0.3397 -0.1812 -0.144 0.150 -0.214
H 2.6602 -1.0576 -1.0121 -0.011 0.140 -0.153
H 0.8276 -1.9153 0.4475 0.358 0.131 0.353
H -3.1101 -0.4049 -0.4034 -0.027 0.256 -0.135
H -2.7598 1.3470 -0.1421 -0.034 0.030 -0.233
H -1.5543 0.2707 -0.9464 -0.080 0.022 0.198

---

# 17
13
Properties=species:S:1:pos:R:3:forces:R:3 method="wB97M-V/def2-TZVPD" homo_energy_ev=-9.130 homo_lumo_gap_ev=8.83 total_charge=0
H -1.5522 2.0170 2.0289 -0.036 -0.080 -0.025
N -1.6900 1.1263 1.5443 0.399 0.051 -0.137
C -0.6350 0.8033 0.9153 -0.270 0.077 0.140
C 0.6854 1.4262 0.7525 0.107 -0.027 -0.062
C 1.4106 0.6166 -0.0381 -0.056 0.108 0.095
N 0.6984 -0.5154 -0.4302 -0.036 -0.099 -0.047
C -0.5839 -0.4944 0.0984 -0.309 -0.356 -0.097
O -1.4458 -1.3229 -0.0677 0.439 0.415 0.112
H 1.0129 2.3606 1.1871 -0.052 -0.149 -0.066
H 2.4310 0.7444 -0.3794 -0.156 -0.003 0.061
H 1.0346 -1.2451 -1.0376 -0.050 0.102 0.079
H -0.8513 -2.6001 -1.9940 0.023 -0.055 -0.067
H -0.5145 -2.9165 -2.5797 -0.005 0.017 0.013

---

# 18
13
Properties=species:S:1:pos:R:3:forces:R:3 method="wB97M-V/def2-TZVPD" homo_energy_ev=-7.449 smiles=Nc1cc[nH]c1O homo_lumo_gap_ev=8.41 total_charge=0
N 0.8975 0.2841 -1.6755 0.026 -0.307 -0.267
C 0.2097 -0.1496 -0.5017 -0.070 0.128 0.123
C -0.4127 -1.3277 0.0103 -0.008 -0.046 -0.007
C -0.9154 -0.9979 1.2418 0.003 -0.044 0.004
N -0.6226 0.3418 1.5008 0.084 0.147 -0.070
C 0.0573 0.8349 0.4349 -0.072 -0.461 -0.140
O 0.5459 2.0645 0.2192 0.098 -0.062 -0.224
H 0.3352 0.3099 -2.5160 0.041 -0.157 0.027
H 1.7792 -0.1757 -1.8537 -0.070 -0.117 -0.048
H -0.4790 -2.2990 -0.4623 -0.016 0.139 0.106
H -1.4468 -1.5963 1.9684 0.094 0.140 -0.137
H -0.8858 0.8518 2.3274 0.066 -0.057 -0.133
H 0.9374 1.8593 -0.6936 -0.177 0.698 0.765

---

# 19
13
Properties=species:S:1:pos:R:3:forces:R:3 method="wB97M-V/def2-TZVPD" homo_energy_ev=-8.668 smiles="Cc1cc(=O)[nH][nH]1" homo_lumo_gap_ev=9.39 total_charge=0
C 0.8575 0.6562 1.6430 -0.044 0.012 -0.103
C 0.2354 0.1468 0.3727 -0.048 -0.028 -0.295
C 0.6865 -0.8108 -0.4863 0.054 -0.021 0.040
C -0.3284 -0.9369 -1.5093 0.168 -0.420 -0.379
O -0.4744 -1.3923 -2.6549 1.308 -0.907 0.242
N -1.3908 -0.1733 -1.1286 -0.077 -0.756 -0.408
N -0.9644 0.6790 -0.0900 -0.050 0.305 -0.316
H 0.3614 0.2430 2.5304 0.021 0.039 -0.219
H 0.8077 1.7481 1.7059 -0.047 -0.160 -0.067
H 1.9113 0.3648 1.6875 -0.234 0.006 -0.064
H 1.6429 -1.3102 -0.4717 -0.114 0.059 0.083
H -1.6763 -0.1816 -2.1821 -1.014 2.139 1.735
H -1.6682 0.9673 0.5835 0.078 -0.267 -0.249

---

# 20
13
Properties=species:S:1:pos:R:3:forces:R:3 method="wB97M-V/def2-TZVPD" homo_energy_ev=-10.667 smiles="[H]/N=C/OCCC#N" homo_lumo_gap_ev=11.38 total_charge=0
H -3.1635 1.0305 -0.8844 0.079 -0.034 0.004
N -2.2105 0.6812 -0.8366 -0.022 -0.208 0.330
C -2.0496 -0.0160 0.2045 -0.126 0.136 -0.168
O -0.8880 -0.6018 0.5469 -0.060 0.026 0.035
C 0.2386 -0.3907 -0.3036 0.118 0.022 -0.160
C 1.4175 -0.0670 0.6129 -0.023 0.001 0.062
C 2.6509 0.1409 -0.1496 0.826 0.136 -0.543
N 3.6145 0.3060 -0.7671 -0.941 -0.172 0.597
H -2.7973 -0.2449 0.9690 0.061 0.049 -0.136
H 0.0353 0.4213 -1.0033 0.066 -0.088 0.095
H 0.4218 -1.3095 -0.8694 -0.018 0.129 0.065
H 1.1978 0.8400 1.1847 0.043 -0.095 -0.077
H 1.5718 -0.8796 1.3299 -0.002 0.096 -0.104

---

For the records above, the corresponding relative energy (zero: lowest compared OMol25 entry of this formula, charge and spin) values read 111.1; 70.2; 107.2; 72.7; 74.5; 86.4; 92.1; 56.4; 28.5; 139.6; 105.5; 98.6; 7.1; 46.2; 30.1; 122.4; 46.7; 25.2; 53.9; 31.3 kcal per mole.